A structure of composition C21H27AlN3S2Se at a distorted geometry, computed with ωB97M-V/def2-TZVPD.

```
55
Properties=species:S:1:pos:R:3:forces:R:3:nbo_charge:R:1
Se 5.7509 -13.3946 1.7805 -1.578 -0.216 0.591 1.05
S -0.5637 -15.1355 0.0400 -0.914 0.089 0.822 -0.38
S 2.2824 -14.9946 -1.5315 0.116 -0.362 0.419 -0.28
Al 1.4776 -15.6564 0.4640 -0.018 -0.754 -2.263 1.55
N 2.0655 -14.7133 1.9416 1.843 1.891 1.040 -0.70
N 4.9724 -12.9421 3.3356 -1.235 -1.060 -0.231 -0.54
N 4.2738 -14.2794 1.1901 1.996 0.037 -1.165 -0.58
C -0.3659 -19.7069 -1.5186 -0.559 0.411 -0.297 -0.66
C 0.0690 -18.9607 -0.2534 1.188 0.022 -1.435 0.01
C 2.2722 -18.6526 -1.5363 -1.412 0.831 -0.832 -0.67
C 3.4384 -17.6153 0.8335 -0.114 -2.541 1.270 -0.69
C 3.4031 -14.1908 2.1032 -2.562 -0.292 2.072 0.29
C 1.4702 -13.7577 4.0873 0.236 1.390 -0.228 -0.28
C -2.1412 -19.3644 0.8578 -0.681 0.567 -1.257 -0.66
C 0.7714 -15.1885 -3.8936 -0.312 2.291 -0.433 -0.65
C -1.8914 -15.1972 -2.2949 1.173 -0.966 -0.879 -0.65
C 3.7312 -13.4876 3.3454 1.732 0.370 -1.003 0.05
C -1.0668 -18.2069 3.2273 -1.837 0.138 -0.572 -0.67
C 1.9392 -17.8869 0.9314 0.428 0.142 -1.238 -0.27
C 1.1498 -14.3035 2.8064 2.206 -1.144 0.582 0.20
C 0.7305 -15.1120 -2.3575 -2.457 0.336 -0.713 -0.17
C 1.1924 -17.9318 2.1443 -1.351 0.015 -1.698 0.07
C 2.7572 -13.3456 4.3810 -0.790 -0.336 -1.522 -0.06
C -0.7689 -18.7818 0.8412 1.537 -0.299 0.766 0.05
C 1.4192 -18.4459 -0.2755 -2.192 -0.125 -0.064 0.07
C -0.4856 -15.0991 -1.7228 1.183 -0.506 -0.204 -0.16
C 1.6875 -17.6356 3.5111 -0.818 0.668 0.749 -0.67
C -0.1849 -18.2842 2.0386 0.901 0.411 -0.374 -0.01
H -1.9303 -17.4942 3.0313 1.174 -0.402 0.481 0.24
H 2.5879 -19.6743 -1.4995 0.925 -0.624 0.098 0.24
H -2.8971 -18.6629 1.1854 -0.051 0.281 0.468 0.23
H -1.8688 -15.3002 -3.3670 0.407 -0.677 -0.577 0.23
H 3.8197 -18.6293 0.6264 0.256 0.107 0.269 0.25
H -1.0141 -20.6084 -1.4546 -0.124 1.146 0.394 0.24
H -2.4849 -19.6152 -0.1538 0.338 -0.103 0.256 0.24
H -0.0089 -14.5860 -4.5260 1.255 -0.939 1.687 0.23
H -0.6216 -18.0964 4.1975 0.157 0.393 0.164 0.23
H 3.8415 -17.3913 1.8153 0.398 0.763 -0.281 0.23
H -0.6563 -18.9974 -2.3289 -0.647 -0.353 0.746 0.24
H 0.7215 -16.1749 -4.2350 -0.374 -1.813 -0.354 0.22
H -1.5835 -19.1495 3.2393 -0.369 -0.598 0.416 0.24
H 3.0665 -17.9199 -1.6619 0.138 -0.367 0.240 0.24
H 0.6412 -13.4348 4.7093 0.149 -0.417 0.144 0.26
H 1.6362 -18.5768 4.0807 -0.382 0.501 0.199 0.25
H 0.9857 -16.8303 3.9038 1.109 -1.165 0.212 0.22
H -2.2146 -20.2515 1.4619 0.066 -0.394 0.364 0.24
H 3.0482 -12.8043 5.2507 -0.082 0.131 0.713 0.26
H 1.7459 -14.8700 -4.2568 0.093 0.338 0.081 0.23
H 0.1999 -14.6176 2.4804 -1.576 0.096 0.333 0.24
H 1.7260 -18.6223 -2.5390 0.246 0.336 1.614 0.24
H 2.7045 -17.3206 3.6540 0.491 0.405 -0.464 0.23
H -2.4296 -16.0818 -1.8870 0.094 1.029 -0.051 0.23
H 0.4749 -20.1126 -2.0028 1.370 -0.702 -0.192 0.22
H 3.7940 -17.1342 -0.0515 0.106 1.285 -0.007 0.26
H -2.3804 -14.2535 -2.2878 -0.877 0.734 1.144 0.24
```
Forces are in eV/Å.

Summary:
LUMO level = -5.190 eV
Kohn-Sham gap = 4.855 eV
Energy above the lowest of the compared OMol25 structures with the same formula, charge and spin = 0.0 kJ/mol
Electronic energy = -120294.1996 eV
E_HOMO = -10.05 eV
Total charge = +1